# C11H16ClO2PTc

A structure of composition C11H16ClO2PTc in a non-equilibrium geometry (ωB97M-V/def2-TZVPD, the OMol25 dataset).

```
32
Properties=species:S:1:pos:R:3:nbo_charge:R:1
Tc 0.56 -0.73 -0.29 0.141
Cl -2.02 -1.63 -0.51 -0.029
P -0.45 0.69 1.62 1.114
O 2.89 0.45 1.37 -0.364
O 0.35 -2.84 1.91 -0.349
C 0.17 -0.27 -2.75 0.062
C 1.48 0.25 -2.34 -0.267
C -0.78 -0.45 3.06 -0.901
C 2.32 -0.85 -1.97 -0.180
C 0.04 2.05 2.78 -0.888
C 1.54 -2.08 -2.13 -0.199
C 0.24 -1.72 -2.58 -0.206
C -1.00 0.51 -3.18 -0.674
C 0.46 -2.08 1.01 0.638
C 2.05 0.03 0.68 0.658
C -1.88 1.52 0.87 -0.931
H 0.88 1.73 3.36 0.260
H 1.77 1.31 -2.40 0.294
H 0.19 -0.81 3.43 0.265
H -1.91 -0.05 -2.92 0.256
H 1.92 -3.10 -1.99 0.301
H -2.49 0.78 0.35 0.256
H -1.38 -1.28 2.72 0.252
H -1.51 2.27 0.14 0.271
H -1.27 0.08 3.85 0.274
H -0.80 2.25 3.46 0.278
H -0.97 0.68 -4.26 0.296
H -2.42 2.02 1.66 0.280
H -1.02 1.48 -2.67 0.245
H -0.61 -2.39 -2.77 0.291
H 0.27 2.95 2.22 0.259
H 3.39 -0.80 -1.73 0.298
```

As for the charge: +2. The calculation puts the LUMO energy (spin up / spin down) at -8.19 / -11.93 eV. As for the spin multiplicity: 4. The HOMO-LUMO gap (spin up / spin down) comes out at 7.594 / 5.446 eV. Its expectation value of S² is 3.77. The value obtained for the relative energy (zero: lowest compared OMol25 entry of this formula, charge and spin) is 61.5 kJ/mol. As for the HOMO energy (spin up / spin down): -15.79 / -17.37 eV. The electronic energy is -39752.2893 eV.


# C11H16CoF6N3O13P2S3

A structure of composition C11H16CoF6N3O13P2S3 (ωB97M-V/def2-TZVPD, the OMol25 dataset).

```
55
Properties=species:S:1:pos:R:3:nbo_charge:R:1
Co -0.37 0.27 -1.17 0.840
S 0.22 -1.60 2.75 2.254
S -0.83 1.48 -3.20 -0.324
S 2.62 -0.19 3.09 2.276
P -3.43 -0.52 0.15 2.356
P -1.87 -2.69 -1.10 2.367
F 1.49 -3.02 0.88 -0.301
F 4.88 0.06 4.39 -0.333
F 3.19 -0.31 5.69 -0.322
F 4.03 -1.93 4.52 -0.321
F 0.24 -4.18 2.21 -0.308
F 2.14 -3.45 2.90 -0.335
O -0.18 -0.90 1.56 -0.919
O -0.79 -2.11 3.63 -0.940
O 3.22 -0.85 1.96 -0.967
O 2.62 1.24 3.11 -0.945
O -3.38 -1.30 1.52 -1.006
O 0.06 2.20 -0.45 -0.655
O -4.53 -2.75 -0.78 -0.741
O -2.44 0.54 -0.10 -1.118
O -2.03 -3.79 -2.29 -1.011
O 2.00 -0.08 -1.68 -0.656
O -1.89 -3.38 0.22 -1.179
O -4.92 0.10 0.25 -0.991
O -0.80 -1.75 -1.55 -1.187
N 1.30 -0.83 3.62 -1.238
N -0.01 3.20 -1.31 0.007
N 2.59 1.16 0.13 -0.851
C -0.11 5.43 -2.93 -0.225
C 0.34 4.42 -0.83 0.019
C -0.46 4.19 -3.41 -0.242
C -0.42 3.02 -2.61 -0.001
C 3.99 -0.73 -0.53 -0.707
C 2.77 0.14 -0.75 0.690
C -3.83 -1.19 -2.48 -0.638
C 0.30 5.55 -1.60 -0.320
C 3.73 -0.63 4.51 0.707
C -3.50 -1.81 -1.14 -0.505
C 1.08 -3.15 2.13 0.724
H -0.16 6.29 -3.58 0.195
H -3.08 -0.44 -2.74 0.258
H 3.00 1.05 1.04 0.398
H 0.59 6.50 -1.16 0.204
H -2.62 -1.92 1.55 0.552
H 0.63 4.39 0.21 0.223
H 4.37 -1.05 -1.50 0.207
H -1.45 -3.49 -3.00 0.496
H 3.67 -1.61 0.04 0.258
H -4.12 -3.32 -0.11 0.493
H -4.82 -0.73 -2.46 0.201
H 1.66 1.59 0.09 0.430
H -0.78 4.05 -4.43 0.215
H 4.77 -0.22 0.03 0.203
H -4.85 1.02 -0.02 0.502
H -3.83 -1.98 -3.24 0.213
```

As for the charge: -2. The calculation puts the LUMO energy (spin up / spin down) at 4.57 / 4.57 eV. As for the spin multiplicity: 3. The HOMO-LUMO gap (spin up / spin down) comes out at 5.670 / 4.568 eV. Its expectation value of S² is 2.02. The value obtained for the relative energy (zero: lowest compared OMol25 entry of this formula, charge and spin) is 84.0 kJ/mol. As for the HOMO energy (spin up / spin down): -1.10 / 0.00 eV. The electronic energy is -147777.5717 eV.